{
  "formula": "C25H34Cl5HgN2O6P2Se",
  "method": "ωB97M-V/def2-TZVPD",
  "lumo_ha": [-0.0235, -0.0314],
  "s_squared": 0.773,
  "spin_multiplicity": 2,
  "homo_energy_ev": [-6.678, -7.409],
  "gap_ev": [6.04, 6.55],
  "total_energy_ev": -192435.158,
  "de_lowest_kcal_mol": 530.1,
  "max_force_ev_per_a": 6.7,
  "species": ["Hg", "Cl", "C", "C", "C", "Cl", "C", "Cl", "C", "Cl", "C", "Cl", "C", "C", "C", "O", "P", "O", "C", "P", "O", "O", "C", "C", "C", "O", "C", "C", "C", "O", "C", "C", "C", "H", "H", "H", "H", "H", "H", "H", "H", "H", "H", "H", "H", "H", "H", "H", "H", "H", "H", "H", "H", "H", "H", "H", "H", "H", "H", "H", "H", "H", "H", "Se", "N", "C", "C", "C", "C", "C", "C", "N", "H", "H", "H", "H"],
  "coordinates": [[1.148, -0.549, -0.967], [1.002, 0.641, 1.960], [0.401, 2.400, -0.231], [-0.157, 1.611, -1.302], [-0.224, 2.372, -2.460], [-0.914, 1.590, -3.867], [0.204, 3.701, -2.601], [-0.047, 4.566, -4.069], [0.942, 4.282, -1.582], [1.702, 5.809, -1.785], [1.115, 3.572, -0.395], [2.304, 4.025, 0.771], [-3.535, 0.447, 0.065], [-3.008, -0.279, 1.281], [-3.902, -0.163, 2.499], [-1.709, 0.294, 1.618], [-0.437, -0.625, 1.780], [-0.295, -1.491, 0.576], [-0.108, 1.126, 4.734], [0.722, 1.880, 3.529], [0.623, 1.666, 0.861], [0.066, 3.247, 3.097], [-1.272, 3.647, 2.707], [-2.284, 3.435, 3.816], [-1.161, 5.109, 2.326], [2.170, 2.310, 3.957], [2.604, 2.991, 5.171], [1.547, 3.911, 5.759], [3.058, 1.935, 6.160], [-0.696, -1.581, 2.989], [-0.992, -3.011, 2.851], [-2.403, -3.275, 3.333], [0.033, -3.777, 3.656], [-4.517, 0.054, -0.202], [-2.855, 0.311, -0.776], [-3.621, 1.515, 0.271], [-2.832, -1.326, 1.024], [-4.167, 0.882, 2.666], [-3.374, -0.535, 3.376], [-4.817, -0.738, 2.356], [0.184, 0.133, 5.042], [-1.041, 1.515, 5.103], [-1.566, 3.057, 1.834], [-1.933, 3.900, 4.739], [-2.449, 2.374, 3.990], [-3.231, 3.890, 3.522], [-0.947, 5.710, 3.212], [-2.102, 5.448, 1.893], [-0.364, 5.269, 1.601], [3.456, 3.589, 4.849], [0.690, 3.322, 6.082], [1.208, 4.622, 5.006], [1.970, 4.445, 6.609], [2.224, 1.269, 6.379], [3.398, 2.408, 7.082], [3.879, 1.350, 5.743], [-0.892, -3.257, 1.796], [-2.558, -2.806, 4.307], [-2.542, -4.350, 3.443], [-3.152, -2.903, 2.636], [-0.024, -3.486, 4.707], [1.038, -3.583, 3.286], [-0.168, -4.846, 3.577], [2.531, -2.613, -1.586], [3.003, -0.085, 0.480], [3.296, -1.017, 1.320], [1.920, -0.282, 2.806], [3.173, -0.905, 2.999], [3.492, -2.289, 3.452], [3.754, -3.101, 2.425], [3.500, -2.476, 1.102], [3.208, -3.164, 0.067], [2.184, 0.270, 1.023], [3.895, -0.155, 3.357], [3.558, -2.538, 4.502], [4.037, -4.142, 2.496]],
  "lowdin_charge": [0.872, 0.840, -0.384, -0.102, -0.724, 0.619, -0.717, 0.668, -0.710, 0.690, -0.617, 0.754, -0.026, -0.427, -0.036, -0.198, 0.365, -0.356, -0.178, 0.534, -0.477, -0.221, -0.417, -0.043, -0.029, -0.215, -0.400, -0.051, -0.040, -0.175, -0.405, -0.033, -0.026, 0.091, 0.078, 0.088, 0.126, 0.081, 0.073, 0.092, 0.017, 0.002, 0.131, 0.093, 0.051, 0.091, 0.089, 0.091, 0.067, 0.144, 0.070, 0.079, 0.089, 0.076, 0.086, 0.079, 0.131, 0.094, 0.090, 0.067, 0.094, 0.064, 0.090, 0.497, 0.034, -0.223, -0.401, -0.238, -0.045, -0.027, -0.379, -0.333, -0.100, 0.139, 0.113, 0.113]
}